Entry 1:
# C20H31FIN2O9

A cluster of 3 separate species, C20H31FIN2O9 in total (ωB97M-V with the def2-TZVPD basis set, the Open Molecules 2025 dataset).

Summary:
HOMO level (eV): -12.66
Net charge: +1
Spin multiplicity: 1
Frontier orbital gap (eV): 9.016
E_LUMO (eV): -3.65

CARTESIAN COORDINATES (ANGSTROEM)
C  3.3355  4.5796  -2.3599
C  2.6594  3.2215  -2.4091
O  3.5327  2.2658  -3.0114
C  2.9275  1.3952  -3.9358
C  1.7773  0.6260  -3.3676
C  0.4589  0.6397  -3.7147
C  -0.1970  1.4529  -4.7858
O  -1.5510  1.6844  -4.4533
C  -2.1216  2.7111  -5.2158
C  -1.9155  4.0937  -4.6620
O  -2.7229  2.4509  -6.2062
N  -0.1732  -0.2733  -2.8780
I  -2.1124  -0.8980  -2.7964
C  0.7300  -0.8059  -2.0583
N  1.9141  -0.2821  -2.3376
C  3.1595  -0.6502  -1.6751
C  3.7618  -1.9575  -2.2522
C  4.9689  -1.7523  -3.1522
F  2.7706  -2.6269  -2.9679
H  3.3521  5.0473  -3.3452
H  4.3431  4.5066  -1.9570
H  2.7395  5.2316  -1.7162
H  1.7147  3.3054  -2.9565
H  2.4401  2.8920  -1.3875
H  2.5859  1.9369  -4.8267
H  3.7009  0.7001  -4.2672
H  0.3426  2.4079  -4.8500
H  -0.1009  0.9734  -5.7662
H  -1.4825  4.7065  -5.4549
H  -1.2626  4.1009  -3.7921
H  -2.8843  4.5284  -4.4202
H  0.5514  -1.5542  -1.2905
H  2.9512  -0.7705  -0.6126
H  3.8595  0.1774  -1.7748
H  4.0224  -2.6041  -1.4124
H  5.5822  -0.9122  -2.8315
H  5.5748  -2.6583  -3.1578
H  4.6269  -1.6103  -4.1803
C  -3.9610  -1.7014  1.6449
C  -2.7048  -2.5264  1.7263
C  -1.8427  -2.2732  2.9427
O  -0.5223  -2.5850  2.4415
C  -0.5308  -2.3800  1.1225
O  0.4539  -2.3560  0.4355
O  -1.7771  -2.1861  0.6590
H  -4.6362  -1.9655  2.4579
H  -3.7304  -0.6382  1.7170
H  -4.4721  -1.8721  0.6977
H  -2.9326  -3.5902  1.6261
H  -2.0863  -2.9064  3.7864
H  -1.8565  -1.2294  3.2512
C  -2.2642  -1.2918  9.3358
C  -2.7220  -1.7732  7.9853
C  -1.7276  -1.6015  6.8542
O  -2.5920  -1.4556  5.7145
C  -3.7770  -0.9525  6.1564
O  -4.6295  -0.5524  5.4329
O  -3.8280  -0.9812  7.4989
H  -1.4293  -1.8974  9.6877
H  -1.9515  -0.2483  9.2869
H  -3.0738  -1.3624  10.0603
H  -3.0643  -2.8100  8.0407
H  -1.0662  -2.4534  6.7170
H  -1.1357  -0.6898  6.9595

Atomic partial charges in e from the Mulliken method, atoms 1 to 2: -1.4010, 0.3862

Entry 2:
# C20H31FN8O2Ta

A structure of composition C20H31FN8O2Ta in a non-equilibrium geometry (ωB97M-V with the def2-TZVPD basis set, the Open Molecules 2025 dataset).

Summary:
HOMO level (eV): -17.27
Net charge: +3
Spin multiplicity: 1
Frontier orbital gap (eV): 7.423
E_LUMO (eV): -9.85

CARTESIAN COORDINATES (ANGSTROEM)
Ta  0.3078  0.2571  0.2560
C  -4.5858  0.5460  -0.0955
N  -4.0398  -0.8200  -0.1123
C  -4.9694  -1.9579  -0.2322
C  -2.7306  -0.9891  -0.0294
N  -1.8583  -0.0049  0.0798
N  -2.2726  -2.3001  -0.0421
C  -0.9689  -2.7246  -0.0825
N  -0.8013  -4.0339  -0.2440
N  0.0423  -1.8892  0.0360
H  -5.6656  0.4882  -0.1688
H  -4.2218  1.1199  -0.9497
H  -4.3370  1.0521  0.8388
H  -5.9791  -1.5690  -0.2958
H  -4.9223  -2.6017  0.6480
H  -4.7821  -2.5249  -1.1462
H  -2.3214  0.8958  0.0220
H  -2.9805  -3.0144  -0.1222
H  -1.5724  -4.6760  -0.3477
H  0.1199  -4.4444  -0.2515
H  0.9226  -2.3781  -0.0917
N  -0.3706  -0.3438  2.3927
C  0.4019  -1.1532  3.4100
C  1.5444  -0.3773  4.0409
C  2.7150  -0.1458  3.0758
C  2.7619  1.2218  2.4251
N  1.4721  1.5958  1.7391
H  -0.7067  0.4863  2.8848
H  -1.2246  -0.8615  2.2067
H  0.7774  -2.0409  2.8995
H  -0.3130  -1.4799  4.1650
H  1.8787  -0.9489  4.9061
H  1.1680  0.5644  4.4593
H  2.6864  -0.9125  2.2957
H  3.6669  -0.2907  3.5862
H  3.5469  1.2657  1.6723
H  2.9667  1.9955  3.1663
H  1.6587  2.4288  1.1821
H  0.8384  1.9384  2.4606
O  -0.4190  3.7533  -1.6728
C  -0.2431  2.5991  -1.5453
O  -0.0357  2.0127  -0.2846
C  -0.1661  1.5174  -2.5684
C  -0.2490  1.7815  -3.9165
C  -0.1229  0.7132  -4.7994
C  0.0800  -0.5554  -4.2830
C  0.1515  -0.7284  -2.9081
N  0.0240  0.2884  -2.0546
H  -0.3977  2.7990  -4.2536
H  -0.1716  0.8748  -5.8681
H  0.1961  -1.4111  -4.9335
H  0.3356  -1.7044  -2.4824
F  6.2375  -0.2555  -1.5368
C  4.9673  -0.2157  -1.1916
C  4.2398  0.9413  -1.4325
C  2.9092  0.9715  -1.0659
C  2.2660  -0.1325  -0.4544
C  3.0603  -1.2752  -0.2454
C  4.3960  -1.3303  -0.5988
H  4.7207  1.7861  -1.9079
H  2.3691  1.8872  -1.2803
H  2.6758  -2.1629  0.2500
H  5.0007  -2.2107  -0.4264

Atomic partial charges in e from the Mulliken method, atoms 1 to 2: 1.5800, -1.0111

Entry 3:
# C20H31N2O6PS

A cluster of 2 separate species, C20H31N2O6PS in total in a non-equilibrium geometry (ωB97M-V with the def2-TZVPD basis set, the Open Molecules 2025 dataset).

Summary:
HOMO level (eV): -6.18
Spin multiplicity: 1
Frontier orbital gap (eV): 4.015
E_LUMO (eV): -2.17

CARTESIAN COORDINATES (ANGSTROEM)
C  5.9918  -4.5091  1.3070
C  6.1218  -3.1633  0.8521
C  5.9946  -1.6199  0.3128
C  4.7669  -0.7580  1.0441
C  4.2441  0.4923  0.0669
C  2.5743  0.5850  0.0959
C  1.7732  1.6844  1.0110
C  2.6250  2.7455  1.9287
O  3.6354  2.2488  2.6958
O  2.3807  4.1921  2.0509
C  2.6705  4.9158  0.8023
C  0.1029  1.6497  0.9412
P  -0.8041  2.9775  1.9702
S  -0.5296  2.6634  3.9106
C  -0.6372  0.4946  -0.0044
C  -2.2786  0.5050  0.0037
C  -2.8250  1.1273  -1.5760
C  -3.2528  2.8097  -1.5609
O  -1.8911  2.1890  -2.2427
N  0.1602  -0.5223  -0.8485
C  -0.6045  -1.5291  -1.7335
O  -1.4011  -2.4978  -0.9203
C  -2.4250  -3.1599  -1.7439
C  -3.8720  -3.1694  -0.9333
O  -4.6735  -1.9382  -1.1484
C  -5.6434  -1.7424  -0.0475
C  -6.1162  -0.1632  0.1423
C  1.6986  -0.4906  -0.8353
N  2.5642  -1.4448  -1.6781
H  5.8312  -5.6293  1.6820
H  5.8211  -1.6074  -0.8482
H  7.0215  -1.0800  0.5259
H  3.8463  -1.4705  1.3024
H  5.2424  -0.3302  2.0437
H  4.7549  1.5152  0.3165
H  4.5580  0.1761  -1.0288
H  3.7578  4.7202  0.4083
H  2.5915  6.0862  1.0232
H  1.8271  4.6800  0.0240
H  -2.2088  3.1233  1.6869
H  -0.1978  4.2793  1.6587
H  -2.7813  -0.5460  0.1248
H  -2.7681  1.2157  0.7932
H  -3.5086  0.3602  -2.2958
H  -2.8348  3.5105  -0.7229
H  -3.6099  3.1115  -2.6335
H  0.1368  -2.2102  -2.3715
H  -1.2732  -0.9741  -2.5521
H  -2.1378  -4.3041  -1.9135
H  -2.5888  -2.6938  -2.8050
H  -3.5998  -3.3139  0.2035
H  -4.5334  -4.1065  -1.2593
H  -5.2286  -2.1078  1.0077
H  -6.5733  -2.4457  -0.2735
H  -5.7347  0.2004  1.2078
H  -5.7354  0.5478  -0.7075
H  -7.3064  -0.1506  0.2291
H  3.1309  -0.8883  -2.3661
H  3.1635  -1.9257  -0.9717
O  0.2515  -1.2127  2.7894
H  0.3356  -1.1018  1.8600

Atomic partial charges in e from the Mulliken method, atoms 1 to 2: -0.2273, -0.4029

Entry 4:
# C20H31N3O

An isolated molecule of C20H31N3O in a non-equilibrium geometry (ωB97M-V with the def2-TZVPD basis set, the Open Molecules 2025 dataset).

Summary:
HOMO level (eV): -8.91
Structure (SMILES): CCCCCCCC(=O)NN=C1CCN(Cc2ccccc2)CC1
Spin multiplicity: 1
Frontier orbital gap (eV): 9.619
E_LUMO (eV): 0.71

CARTESIAN COORDINATES (ANGSTROEM)
C  1.5156  -1.4358  2.7684
C  2.6579  -2.0642  1.9790
C  2.1630  -2.6965  0.6793
C  3.2623  -3.4215  -0.1007
C  4.3340  -2.4938  -0.6770
C  3.8142  -1.6297  -1.8331
C  4.4054  -0.2148  -1.8174
C  4.0557  0.4996  -0.5356
O  4.8394  0.7474  0.3567
N  2.7454  0.8585  -0.3974
N  1.8250  0.6183  -1.3507
C  0.5954  0.9001  -1.2242
C  -0.3106  0.5537  -2.3647
C  -1.4612  -0.3207  -1.8582
N  -2.1655  0.3740  -0.8005
C  -3.4033  -0.2830  -0.4167
C  -4.2442  0.6181  0.4475
C  -4.8387  0.1530  1.6115
C  -5.6195  0.9946  2.3859
C  -5.8071  2.3120  2.0068
C  -5.2126  2.7849  0.8481
C  -4.4389  1.9422  0.0722
C  -1.2927  0.5805  0.3371
C  -0.1278  1.4976  -0.0499
H  0.7713  -2.1852  3.0318
H  1.8863  -0.9841  3.6856
H  1.0244  -0.6618  2.1814
H  3.4024  -1.2972  1.7620
H  3.1399  -2.8302  2.5906
H  1.7112  -1.9234  0.0538
H  1.3779  -3.4192  0.9201
H  3.7414  -4.1423  0.5660
H  2.8049  -3.9837  -0.9193
H  5.1725  -3.1010  -1.0243
H  4.7158  -1.8538  0.1179
H  4.0562  -2.0989  -2.7886
H  2.7295  -1.5418  -1.7807
H  4.0007  0.3536  -2.6554
H  5.4924  -0.2589  -1.8922
H  2.4981  1.3154  0.4807
H  -0.7314  1.4731  -2.7775
H  0.2509  0.0376  -3.1424
H  -1.0586  -1.2919  -1.5144
H  -2.1590  -0.5131  -2.6769
H  -3.2171  -1.2399  0.1037
H  -3.9574  -0.5058  -1.3351
H  -4.6918  -0.8744  1.9146
H  -6.0789  0.6204  3.2892
H  -6.4137  2.9690  2.6124
H  -5.3560  3.8130  0.5488
H  -3.9682  2.3014  -0.8303
H  -0.8926  -0.3806  0.7143
H  -1.8724  1.0445  1.1388
H  -0.5325  2.4687  -0.3443
H  0.5200  1.6434  0.8165

Atomic partial charges in e from the Mulliken method, atoms 1 to 2: -1.1837, -0.2757

Entry 5:
# C20H31N3O2

An isolated molecule of C20H31N3O2 (ωB97M-V with the def2-TZVPD basis set, the Open Molecules 2025 dataset).

Summary:
HOMO level (eV): -7.43
Structure (SMILES): CC(C)c1ccc(N[C@H]2CCCN(C(=O)CCN3CCCO3)C2)cc1
Spin multiplicity: 1
Frontier orbital gap (eV): 8.179
E_LUMO (eV): 0.74

CARTESIAN COORDINATES (ANGSTROEM)
C  -6.3748  -2.0755  -0.6719
C  -6.3373  -0.8730  0.2739
C  -6.5792  -1.3146  1.7190
C  -5.0310  -0.1279  0.1501
C  -5.0055  1.1979  -0.2638
C  -3.8178  1.8884  -0.3838
C  -2.5964  1.2781  -0.0874
N  -1.4402  2.0275  -0.1581
C  -0.1193  1.4578  -0.2640
C  0.1386  0.7786  -1.6178
C  1.5754  0.2730  -1.6706
C  2.5599  1.4126  -1.3997
N  2.2632  2.0331  -0.1292
C  3.0178  2.0360  0.9915
O  2.5942  2.4864  2.0432
C  4.4356  1.4878  0.9294
C  4.4688  0.0128  1.3403
N  3.9932  -0.8348  0.2545
C  3.9159  -2.2453  0.5950
C  5.3415  -2.7928  0.3943
C  5.9190  -1.7946  -0.6213
O  4.9092  -0.8078  -0.8296
C  0.9192  2.5669  -0.0606
C  -2.6201  -0.0539  0.3287
C  -3.8163  -0.7340  0.4434
H  -6.2034  -1.7554  -1.6975
H  -7.3436  -2.5683  -0.6195
H  -5.6076  -2.7986  -0.4063
H  -7.1455  -0.1902  -0.0126
H  -6.5513  -0.4556  2.3858
H  -7.5516  -1.7944  1.8110
H  -5.8165  -2.0203  2.0388
H  -5.9333  1.7004  -0.5009
H  -3.8253  2.9204  -0.7081
H  -1.5510  2.9012  -0.6534
H  0.0085  0.7254  0.5400
H  -0.0306  1.5052  -2.4178
H  -0.5655  -0.0435  -1.7590
H  1.7284  -0.4952  -0.9120
H  1.7917  -0.1613  -2.6471
H  2.4675  2.1744  -2.1850
H  3.5682  1.0114  -1.4124
H  4.8987  1.6138  -0.0472
H  5.0075  2.0555  1.6657
H  3.7973  -0.1368  2.1881
H  5.4903  -0.2528  1.6509
H  3.2294  -2.7144  -0.1153
H  3.5378  -2.3811  1.6057
H  5.9036  -2.7737  1.3273
H  5.3340  -3.8103  0.0126
H  6.1147  -2.2445  -1.5964
H  6.8399  -1.3239  -0.2570
H  0.8007  3.3283  -0.8422
H  0.7896  3.0314  0.9184
H  -1.7017  -0.5654  0.5711
H  -3.7943  -1.7640  0.7689

Atomic partial charges in e from the Mulliken method, atoms 1 to 2: -1.4654, 0.2090

Entry 6:
# C20H31N3O2S

A structure of composition C20H31N3O2S (ωB97M-V with the def2-TZVPD basis set, the Open Molecules 2025 dataset).

Summary:
HOMO level (eV): -9.13
Spin multiplicity: 1
Frontier orbital gap (eV): 9.812
E_LUMO (eV): 0.68

CARTESIAN COORDINATES (ANGSTROEM)
C  1.0364  3.2680  -0.4079
C  0.5620  1.9195  -0.9365
C  0.1319  0.9695  0.1842
C  1.2488  0.4950  1.1400
N  2.0416  -0.6136  0.6482
C  3.1256  -0.3472  -0.2857
C  1.6219  -1.8757  0.9482
O  0.7009  -2.0745  1.7330
C  2.3061  -3.0030  0.1989
C  1.8162  -4.3914  0.5919
C  1.8108  -5.3396  -0.6107
C  1.2335  -6.7043  -0.2439
C  1.9669  -7.3257  0.9420
C  1.9747  -6.3713  2.1336
C  2.5773  -5.0383  1.7421
C  3.2184  -4.2145  2.8126
C  4.0774  -4.9510  1.8136
N  -0.6775  -0.1446  -0.3159
C  -0.2513  -1.0543  -1.2374
O  0.6497  -0.8410  -2.0359
C  -0.9893  -2.3490  -1.2572
C  -1.4997  -2.9983  -0.1667
S  -2.1542  -4.4751  -0.6598
N  -1.7900  -4.2812  -2.2518
C  -1.1733  -3.1386  -2.4402
C  -0.7317  -2.7566  -3.8165
H  1.2525  3.9473  -1.2324
H  0.2762  3.7391  0.2198
H  1.9485  3.1831  0.1855
H  -0.3032  2.0644  -1.5867
H  1.3287  1.4556  -1.5547
H  -0.5555  1.5457  0.8129
H  1.9101  1.3336  1.3627
H  0.7938  0.1722  2.0736
H  2.8515  -0.6065  -1.3091
H  3.3506  0.7170  -0.2498
H  4.0295  -0.8856  -0.0006
H  2.0987  -2.8229  -0.8626
H  3.3899  -2.9120  0.2971
H  0.7814  -4.2791  0.9312
H  1.2251  -4.8946  -1.4219
H  2.8362  -5.4582  -0.9822
H  0.1760  -6.5796  0.0144
H  1.2676  -7.3721  -1.1075
H  1.5061  -8.2772  1.2173
H  3.0016  -7.5432  0.6552
H  0.9484  -6.2116  2.4847
H  2.5347  -6.8001  2.9689
H  3.1646  -3.1364  2.7386
H  3.1824  -4.5900  3.8270
H  4.6095  -5.8307  2.1527
H  4.6162  -4.3703  1.0760
H  -1.3568  -0.4984  0.3381
H  -1.4414  -2.6999  0.8694
H  -1.0534  -1.7447  -4.0618
H  0.3559  -2.7631  -3.8804
H  -1.1466  -3.4601  -4.5345

Atomic partial charges in e from the Mulliken method, atoms 1 to 2: -1.3918, -0.3870

Q: The lowest HOMO level belongs to which entry?
A: C20H31FN8O2Ta

Q: HOMO level of number 2 (C20H31FN8O2Ta)?
A: -17.27 eV

Q: Which of these has the lowest frontier orbital gap?
A: C20H31N2O6PS

Q: The lowest E_LUMO belongs to which entry?
A: C20H31FN8O2Ta